[1]
One molecule with the formula C5H6N2O at a distorted geometry, computed with ωB97M-V with the def2-TZVPD basis set.

XYZ file:
```
14
C5H6N2O (ωB97M-V with the def2-TZVPD basis set)
C 0.058 1.808 -0.026
C 1.205 0.901 0.036
C -1.269 1.608 0.063
C 1.064 -0.422 0.101
C -1.213 -0.713 0.117
N -1.480 -1.948 0.053
N 1.663 -1.638 -0.082
O -1.930 0.405 0.162
H 0.427 2.868 -0.193
H 2.254 1.222 -0.138
H -1.838 2.506 -0.053
H -2.411 -2.269 -0.268
H 2.300 -1.914 0.672
H 1.170 -2.414 -0.443
```

Computed properties:
E_LUMO in eV: 0.981
ΔE to the lowest compared entry with this formula, charge and spin in kJ/mol: 413.3
Total charge: 0
E_tot in eV: -10305.320

=====

[2]
A 2-piece molecular cluster, C5H6N2O overall at a distorted geometry, computed with ωB97M-V with the def2-TZVPD basis set.

XYZ file:
```
14
C5H6N2O (ωB97M-V with the def2-TZVPD basis set)
H -1.066 0.543 0.727
N -1.715 1.396 1.027
N -2.718 1.586 0.361
H -3.009 1.103 -0.562
C -1.644 -2.519 -1.229
C -0.813 -1.751 -0.829
C 0.300 -1.038 -0.501
C 1.231 -0.337 -0.149
C 2.435 0.340 0.234
O 2.060 1.660 0.513
H -2.574 -2.998 -1.177
H 2.954 -0.102 1.052
H 3.181 0.364 -0.602
H 1.377 1.753 1.135
```

Computed properties:
E_LUMO in eV: 0.276
SMILES: [H]/N=N\[H].C#CC#CCO
ΔE to the lowest compared entry with this formula, charge and spin in kJ/mol: 607.3
Total charge: 0
E_tot in eV: -10303.309

=====

[3]
One molecule with the formula C5H6N2O2 at a distorted geometry, computed with ωB97M-V with the def2-TZVPD basis set.

XYZ file:
```
15
C5H6N2O2 (ωB97M-V with the def2-TZVPD basis set)
H -2.611 0.007 -1.709
N -1.760 -0.208 -1.191
C -1.159 0.783 -0.730
C 0.370 0.730 -0.254
O 1.170 1.540 -0.984
O 0.138 1.110 1.121
C -0.501 -0.036 1.565
C 0.037 -1.173 1.053
C 0.845 -0.718 -0.066
N 1.936 -1.083 -0.585
H 2.191 -2.049 -0.374
H -1.452 1.830 -0.858
H 2.094 1.349 -0.753
H -1.121 0.103 2.437
H -0.177 -2.187 1.328
```

Computed properties:
E_LUMO in eV: 0.486
SMILES: [H]/N=C/[C@@]1(O)OC=C/C1=N\[H]
ΔE to the lowest compared entry with this formula, charge and spin in kJ/mol: 281.5
Total charge: 0
E_tot in eV: -12354.703

=====

[4]
One molecule with the formula C5H6N2O2 at a distorted geometry, computed with ωB97M-V with the def2-TZVPD basis set.

XYZ file:
```
15
C5H6N2O2 (ωB97M-V with the def2-TZVPD basis set)
C 2.420 -0.470 -0.028
C 0.943 -0.190 0.006
C 0.047 -1.164 0.031
O -1.283 -0.912 -0.018
C -1.655 0.412 0.023
N -3.000 0.461 -0.072
N -0.880 1.433 0.092
C 0.494 1.246 -0.009
O 1.314 2.138 -0.045
H 2.832 -0.240 0.958
H 2.991 0.120 -0.746
H 2.553 -1.549 -0.185
H 0.245 -2.229 -0.010
H -3.492 1.362 0.033
H -3.531 -0.416 -0.030
```

Computed properties:
E_LUMO in eV: 0.601
SMILES: Cc1coc(N)nc1=O
ΔE to the lowest compared entry with this formula, charge and spin in kJ/mol: 9.6
Total charge: 0
E_tot in eV: -12357.521

=====

[5]
C5H6N2O2S as an isolated structure at a distorted geometry, computed with ωB97M-V with the def2-TZVPD basis set.

XYZ file:
```
16
C5H6N2O2S (ωB97M-V with the def2-TZVPD basis set)
C -0.675 1.693 1.037
C 0.392 1.027 0.484
C -1.801 0.799 0.764
C -0.049 -0.360 0.096
C 0.785 -1.015 -1.015
N -1.513 -0.355 0.188
N 1.440 -2.051 -0.263
O 1.806 -0.692 1.993
O 0.297 -2.602 1.996
S 0.895 -1.489 1.273
H -0.645 2.789 1.487
H 1.471 1.177 0.619
H -2.856 0.861 1.107
H 0.134 -1.585 -1.774
H 1.427 -0.309 -1.493
H 1.331 -3.031 -0.368
```

Computed properties:
E_LUMO in eV: -0.616
ΔE to the lowest compared entry with this formula, charge and spin in kJ/mol: 408.9
Total charge: 0
E_tot in eV: -23189.461

=====

[6]
One molecule with the formula C5H6N2OS at a distorted geometry, computed with ωB97M-V with the def2-TZVPD basis set.

XYZ file:
```
15
C5H6N2OS (ωB97M-V with the def2-TZVPD basis set)
C 2.253 0.960 0.520
C 0.845 1.234 0.471
C 2.786 -0.291 0.234
C -0.048 0.207 0.523
C -2.313 -0.958 -0.347
N 2.007 -1.363 0.097
N 0.777 -1.300 0.438
O 0.097 -2.325 0.503
S -1.724 0.219 0.972
H 2.770 1.868 0.725
H 0.371 2.291 0.547
H 3.882 -0.319 0.119
H -2.023 -1.881 -0.107
H -1.665 -0.802 -1.152
H -3.416 -0.649 -0.345
```

Computed properties:
E_LUMO (spin up / spin down) in eV: -0.102 / -0.103
ΔE to the lowest compared entry with this formula, charge and spin in kJ/mol: 447.6
Total charge: 0
E_tot in eV: -21140.459

=====

[7]
One molecule with the formula C5H6N2S at a distorted geometry, computed with ωB97M-V with the def2-TZVPD basis set.

XYZ file:
```
14
C5H6N2S (ωB97M-V with the def2-TZVPD basis set)
C 0.708 -1.850 -2.228
C -1.587 -0.417 -1.649
C 1.341 -1.028 0.017
C -0.547 0.361 -0.849
C 0.134 0.271 1.596
N 1.359 -1.409 -1.238
N 0.299 -0.267 0.288
S -1.129 -1.883 -2.241
H 1.149 -2.113 -3.229
H 0.330 0.663 -1.520
H -1.159 1.138 -0.429
H 0.787 -0.329 2.386
H 0.597 1.406 1.542
H -0.975 0.409 1.774
```

Computed properties:
E_LUMO in eV: -0.534
ΔE to the lowest compared entry with this formula, charge and spin in kJ/mol: 662.6
Total charge: 0
E_tot in eV: -19091.144

=====

[8]
One molecule with the formula C5H6N2S at a distorted geometry, computed with ωB97M-V with the def2-TZVPD basis set.

XYZ file:
```
14
C5H6N2S (ωB97M-V with the def2-TZVPD basis set)
N 2.410 -1.822 -0.125
C 1.679 -0.951 -0.018
C 0.429 0.054 -0.058
N 0.832 1.392 -0.420
C -0.362 0.111 1.303
C -1.640 -0.197 1.115
S -2.225 -0.576 -0.472
C -0.521 -0.509 -1.188
H 1.041 1.963 0.340
H 1.742 1.343 -1.060
H -0.079 0.282 2.292
H -2.385 0.066 1.865
H -0.633 0.311 -1.983
H -0.287 -1.467 -1.591
```

Computed properties:
E_LUMO in eV: 0.673
SMILES: N#C[C@]1(N)C=CSC1
ΔE to the lowest compared entry with this formula, charge and spin in kJ/mol: 207.3
Total charge: 0
E_tot in eV: -19095.862

=====

[9]
One molecule with the formula C5H6N2S at a distorted geometry, computed with ωB97M-V with the def2-TZVPD basis set.

XYZ file:
```
14
C5H6N2S (ωB97M-V with the def2-TZVPD basis set)
N -1.463 -1.284 0.027
C -0.289 -0.765 0.081
C 0.960 -1.304 -0.076
C 2.043 -0.129 -0.122
S 3.667 -0.007 0.121
C 1.215 1.154 -0.073
C -0.139 0.749 -0.128
N -1.372 1.438 0.145
H -1.477 -2.372 -0.082
H -2.300 -0.918 0.544
H 1.143 -2.334 -0.063
H 1.664 2.184 -0.463
H -1.488 2.493 0.449
H -2.163 1.097 -0.362
```

Computed properties:
E_LUMO in eV: -0.564
SMILES: NC1=CC(=S)C=C1N
ΔE to the lowest compared entry with this formula, charge and spin in kJ/mol: 302.5
Total charge: 0
E_tot in eV: -19094.875

=====

[10]
An isolated ion of composition C5H6N3O and charge +1 at a distorted geometry, computed with ωB97M-V with the def2-TZVPD basis set.

XYZ file:
```
15
C5H6N3O (ωB97M-V with the def2-TZVPD basis set)
C 1.911 -0.760 -0.093
C 0.616 -0.903 -0.339
C -1.552 -0.015 0.259
C -1.803 1.215 0.632
C 2.043 1.584 0.240
N 2.481 0.483 0.232
N -0.038 1.455 -0.693
N -0.375 0.070 -0.608
O -0.955 2.118 0.049
H 2.655 -1.683 -0.221
H 0.187 -1.945 -0.617
H -2.016 -1.013 0.562
H -2.627 1.525 1.135
H 2.179 2.648 0.209
H -0.548 -0.154 -1.640
```

Computed properties:
E_LUMO in eV: -4.794
ΔE to the lowest compared entry with this formula, charge and spin in kJ/mol: 657.9
Total charge: +1
E_tot in eV: -11785.044

=====

[11]
An isolated ion of composition C5H6N3O and charge +1 at a distorted geometry, computed with ωB97M-V with the def2-TZVPD basis set.

XYZ file:
```
15
C5H6N3O (ωB97M-V with the def2-TZVPD basis set)
N 2.085 1.317 0.518
C 1.421 0.296 -0.114
N 1.753 -0.916 -0.216
O 1.933 -1.840 -0.871
C -0.066 0.450 -0.307
C -0.817 -0.539 -1.124
C -1.907 -0.852 -0.343
C -1.822 -0.225 0.896
N -0.673 0.432 1.022
H 1.501 2.034 0.957
H 2.678 1.032 1.210
H -0.290 1.402 -0.811
H -0.580 -0.942 -2.117
H -2.815 -1.350 -0.538
H -2.401 -0.299 1.838
```

Computed properties:
E_LUMO (spin up / spin down) in eV: -6.966 / -6.968
SMILES: [NH2+]=C(N=O)[C@H]1C=CC=N1
ΔE to the lowest compared entry with this formula, charge and spin in kJ/mol: 415.9
Total charge: +1
E_tot in eV: -11787.553

=====

[12]
A 2-piece molecular cluster, C5H6N4 overall at a distorted geometry, computed with ωB97M-V with the def2-TZVPD basis set.

XYZ file:
```
15
C5H6N4 (ωB97M-V with the def2-TZVPD basis set)
C 0.786 1.041 1.991
C -0.388 0.961 -1.349
C -1.500 -0.694 -0.050
C -0.875 -0.450 -1.390
C 0.080 0.650 0.825
N 1.383 1.294 2.937
N 0.121 1.449 -0.289
N -1.014 -0.184 1.006
N 1.656 -0.975 0.430
H -0.487 1.615 -2.201
H -2.382 -1.309 0.046
H -1.529 -0.668 -2.232
H 0.017 -1.091 -1.421
H 2.434 -0.332 0.307
H 1.696 -1.307 1.388
```

Computed properties:
E_LUMO (spin up / spin down) in eV: -1.022 / -1.477
ΔE to the lowest compared entry with this formula, charge and spin in kJ/mol: 274.1
Total charge: 0
E_tot in eV: -11238.826

=====

- What is the total charge in the fourth record?
  0

=====

- Which of these has the lowest E_tot?
  C5H6N2O2S